Entry 1:
This record from OMol25 describes a cluster of 2 separate species, C4H13FNO3PSi in total. The level of theory is ωB97M-V/def2-TZVPD.

Output
Total charge ... -2
Frontier orbital gap ... 2.551 eV
E_tot ... -1171.23079 Eh
HOMO ... 2.01 eV

Geometry (Å):
1 N 3.88 0.09 2.47
2 P 2.44 1.07 2.39
3 O 3.02 2.55 1.85
4 Si 1.15 0.35 0.69
5 C -0.55 -0.19 1.25
6 C -1.47 0.95 1.67
7 F -2.77 0.70 1.25
8 H 3.67 -0.89 2.49
9 H 4.55 0.30 1.73
10 H 3.53 2.37 1.04
11 H 1.81 -0.79 0.00
12 H 1.05 1.43 -0.32
13 H -1.04 -0.75 0.44
14 H -0.46 -0.85 2.11
15 H -1.18 1.92 1.28
16 H -1.53 1.01 2.76
17 O -3.24 -0.95 -4.24
18 C -2.77 -1.33 -3.01
19 C -1.25 -0.99 -2.76
20 O -0.77 -1.39 -1.54
21 H -2.86 -2.43 -2.79
22 H -3.30 -0.86 -2.14
23 H -1.17 0.10 -2.98
24 H -0.72 -1.45 -3.64

Need the Löwdin charges? In units of e they are: -0.28 0.56 -0.43 0.48 -0.36 -0.30 -0.07 0.01 0.00 0.02 -0.06 -0.05 0.05 0.05 0.09 0.09 -0.48 -0.58 -0.53 -0.43 0.05 0.06 0.06 0.06

=====

Entry 2:
This record from OMol25 describes a cluster of 3 separate species, C3H13NO2S in total. The level of theory is ωB97M-V/def2-TZVPD.

Output
SMILES ... C[C@@H](N)CS.O.O
Frontier orbital gap ... 9.930 eV
E_tot ... -725.46895 Eh
Energy relative to the best compared isomer or geometry (same formula, charge and spin) ... 137.67 kJ/mol
HOMO ... -9.38 eV

Geometry (Å):
1 C -0.41 -0.58 1.72
2 C -0.15 0.71 0.82
3 N -0.13 1.94 1.62
4 C 1.14 0.54 -0.08
5 S 1.26 1.74 -1.36
6 H -0.30 -1.54 1.17
7 H -1.49 -0.56 1.99
8 H 0.29 -0.72 2.54
9 H -1.03 0.82 0.18
10 H -0.56 1.96 2.61
11 H 0.80 2.22 1.83
12 H 1.98 0.40 0.50
13 H 0.91 -0.39 -0.46
14 H 0.59 2.85 -0.92
15 O -0.21 -3.37 -1.77
16 H -0.08 -2.48 -1.40
17 H 0.72 -3.75 -1.52
18 O -1.41 -0.02 -2.20
19 H -1.44 -0.07 -3.22
20 H -0.46 0.30 -2.05

Need the Löwdin charges? In units of e they are: -0.06 -0.47 -0.01 -0.56 0.76 0.07 0.09 0.07 0.11 0.12 0.04 0.05 0.02 -0.09 -0.10 -0.01 0.09 -0.14 0.09 -0.04

=====

Entry 3:
This record from OMol25 describes a structure of composition C27H40BLaN7. The level of theory is ωB97M-V/def2-TZVPD.

Output
Total charge ... +1
Frontier orbital gap ... 6.983 eV
E_tot ... -1492.57720 Eh
Energy relative to the best compared isomer or geometry (same formula, charge and spin) ... 0.00 kJ/mol
HOMO ... -9.81 eV

Geometry (Å):
1 La 0.35 -0.97 -1.07
2 C -0.75 2.32 -2.55
3 C 0.32 2.45 -1.51
4 C 0.81 3.59 -0.90
5 C 1.76 3.14 0.01
6 C 2.60 3.93 0.95
7 N 1.82 1.80 -0.06
8 N 0.93 1.36 -1.01
9 B 2.73 0.81 0.74
10 N 3.56 -0.08 -0.23
11 N 2.96 -0.93 -1.12
12 C 3.94 -1.54 -1.78
13 C 3.62 -2.55 -2.83
14 C 5.18 -1.08 -1.34
15 C 4.90 -0.16 -0.35
16 C 5.84 0.65 0.47
17 N 1.88 -0.07 1.71
18 N 1.03 -1.04 1.26
19 C 0.47 -1.62 2.32
20 C -0.57 -2.67 2.15
21 C 0.97 -1.04 3.48
22 C 1.86 -0.06 3.06
23 C 2.66 0.89 3.88
24 H -1.05 3.31 -2.90
25 H -1.63 1.82 -2.15
26 H -0.40 1.77 -3.42
27 H 0.53 4.61 -1.08
28 H 2.37 4.99 0.85
29 H 3.66 3.80 0.76
30 H 2.41 3.65 1.99
31 H 3.48 1.46 1.40
32 H 2.54 -2.67 -2.95
33 H 4.02 -3.54 -2.58
34 H 4.02 -2.27 -3.80
35 H 6.16 -1.37 -1.68
36 H 6.86 0.42 0.19
37 H 5.73 0.44 1.54
38 H 5.68 1.72 0.33
39 H -0.72 -2.95 1.10
40 H -1.54 -2.31 2.51
41 H -0.32 -3.58 2.69
42 H 0.73 -1.29 4.50
43 H 2.46 0.72 4.94
44 H 2.41 1.92 3.64
45 H 3.73 0.76 3.72
46 C -6.17 -0.13 1.29
47 C -4.68 0.02 1.09
48 C -3.92 0.75 1.98
49 C -2.55 0.90 1.78
50 C -1.70 1.67 2.75
51 C -1.98 0.32 0.66
52 C -2.71 -0.44 -0.27
53 C -4.08 -0.58 -0.03
54 N -1.98 -1.01 -1.33
55 C -2.62 -1.69 -2.46
56 C -1.44 -2.08 -3.37
57 C -3.53 -0.76 -3.27
58 C -3.33 -2.99 -2.08
59 H -6.48 0.30 2.24
60 H -6.47 -1.18 1.28
61 H -6.72 0.37 0.49
62 H -4.39 1.21 2.84
63 H -2.27 2.45 3.25
64 H -0.86 2.15 2.24
65 H -1.29 1.01 3.52
66 H -0.92 0.53 0.55
67 H -4.71 -1.14 -0.70
68 H -0.85 -1.21 -3.68
69 H -1.76 -2.57 -4.29
70 H -0.78 -2.83 -2.88
71 H -2.96 0.08 -3.67
72 H -4.34 -0.35 -2.66
73 H -3.98 -1.29 -4.11
74 H -2.65 -3.64 -1.53
75 H -3.65 -3.53 -2.98
76 H -4.21 -2.84 -1.47

Need the Löwdin charges? In units of e they are: 2.08 -0.02 -0.33 0.04 -0.25 0.00 0.03 -0.12 -0.49 0.02 -0.07 -0.35 -0.02 0.03 -0.26 -0.01 0.04 -0.11 -0.34 -0.01 0.03 -0.25 0.00 0.09 0.07 0.08 0.12 0.09 0.09 0.08 0.11 0.05 0.09 0.09 0.12 0.09 0.09 0.08 0.06 0.09 0.09 0.12 0.09 0.08 0.09 -0.04 -0.26 -0.02 -0.27 -0.03 -0.07 -0.30 0.00 -0.23 -0.66 -0.12 -0.03 -0.03 0.08 0.08 0.09 0.12 0.08 0.07 0.08 0.04 0.09 0.06 0.10 0.06 0.08 0.08 0.09 0.08 0.09 0.07